one.
Entry from the OMol25 dataset: a cluster of 3 separate species, C3H13NO2 in total (wB97M-V/def2-TZVPD).

The molar mass comes out at 95.1 g/mol. Its spin multiplicity is 2. For the LUMO energy (alpha / beta), the calculation gives 3.4 / 3.5 eV. Its net charge is -1.

XYZ file:
```
19
Properties=species:S:1:pos:R:3:mulliken_charge:R:1
H 0.49 -0.93 -0.43 0.500
H 1.60 -3.79 2.78 0.642
H -1.13 2.51 -0.53 0.086
O 2.23 -3.08 2.49 -1.649
H -2.90 -0.59 -2.61 0.385
H -1.66 -0.16 -3.14 0.309
H 2.33 -2.51 3.21 0.618
N 0.12 1.15 0.05 1.073
H -0.74 1.52 -1.92 0.280
C -0.32 1.95 -0.99 -1.329
C 1.07 0.01 -0.26 -1.588
H 0.10 0.78 2.08 0.539
O -2.25 -0.97 -3.09 -0.720
C -0.55 0.65 1.32 -2.051
H -0.78 -0.46 1.15 0.436
H 1.71 0.37 -1.08 0.287
H 1.78 -0.18 0.56 0.355
H 0.46 2.58 -1.18 0.488
H -1.57 1.15 1.60 0.337
```

***

two.
Entry from the OMol25 dataset: a cluster of 3 separate species, C3H13NO2 in total (wB97M-V/def2-TZVPD).

The molar mass comes out at 95.1 g/mol. Its spin multiplicity is 2. For the LUMO energy (alpha / beta), the calculation gives 4.1 / 3.9 eV. Its net charge is -1.

XYZ file:
```
19
Properties=species:S:1:pos:R:3:mulliken_charge:R:1
O 2.62 0.87 -1.61 -0.828
H -1.74 1.31 -1.10 0.415
H 1.28 0.78 2.17 0.344
O 1.60 1.31 2.92 -1.028
N 0.63 -0.93 -0.27 -1.924
H -1.48 -2.40 -0.14 0.594
H -1.48 1.22 0.57 0.674
H -0.73 -0.62 -1.76 0.462
C -0.74 -0.50 -0.68 0.376
H -0.15 1.62 -0.47 0.457
C -1.83 -1.40 -0.09 -2.629
H -1.97 -1.14 0.96 0.648
H 0.63 -1.21 0.71 0.867
C -1.00 0.95 -0.37 -2.113
H 2.06 0.09 -1.44 0.380
H 3.02 0.98 -0.73 0.414
H 0.78 -1.84 -0.76 0.822
H 1.29 2.20 2.71 0.503
H -2.78 -1.27 -0.61 0.566
```

***

Of them, one has the lowest stability.

***

one.
Entry from the OMol25 dataset: a structure of composition C27H32N4O5 (wB97M-V/def2-TZVPD).

The molar mass comes out at 492.6 g/mol. For the LUMO energy, the calculation gives 0.2 eV.

XYZ file:
```
68
Properties=species:S:1:pos:R:3:mulliken_charge:R:1
C -1.50 2.35 0.16 -1.049
H 3.23 5.47 5.21 0.527
O -2.64 -2.03 0.31 -0.645
H -2.06 -3.57 1.75 0.271
C 1.85 4.06 4.60 0.489
N -0.66 -2.88 0.05 0.076
H 0.24 -2.67 -0.28 0.356
C -2.49 -1.67 -5.59 -1.889
H -1.94 -0.99 -2.10 0.472
C 2.07 3.71 3.33 -0.204
C 1.51 -0.78 4.03 -0.651
H -1.73 -1.40 -6.71 0.208
H -0.80 -4.48 -4.33 0.289
H -0.53 -0.64 -4.17 0.490
H 2.75 4.37 2.65 0.222
C 2.46 5.05 5.65 -1.575
H -2.62 -0.79 -5.36 0.620
C -1.62 -1.89 -0.27 -0.552
C 0.15 -0.72 3.69 -0.375
H -3.01 -2.39 -5.94 0.565
H -2.08 -4.42 -5.43 0.704
H 2.08 0.05 4.60 0.307
H -1.80 -1.33 2.78 0.566
H 1.91 -3.65 2.30 0.055
C 1.11 2.88 3.05 0.516
C 1.41 -2.69 2.85 -0.159
C -0.71 -1.42 2.97 -0.089
C 0.15 -2.66 2.50 0.669
C 0.83 1.84 -0.54 -0.720
H -1.85 3.13 0.82 0.292
C 0.49 0.21 -0.16 0.211
C 1.49 2.56 0.71 -0.282
N 0.10 -1.44 -1.85 -0.503
N 0.70 2.43 1.96 0.237
C -0.62 2.20 -0.87 1.226
C -1.13 -1.19 -1.32 1.635
H -0.12 4.42 -0.83 0.296
C -0.87 0.32 -0.80 0.692
H 1.80 5.84 5.98 0.316
H -0.11 -3.23 -2.74 0.297
H -2.63 0.46 1.20 0.254
H -0.16 -4.44 1.37 0.325
C 0.50 -2.28 -3.01 -1.584
H 0.56 -0.07 0.65 0.071
H 3.15 -1.90 3.72 0.636
H -0.73 -3.91 -6.06 0.339
O 2.41 -0.54 -1.79 -0.707
C 2.16 -1.87 3.47 -0.788
C -0.75 -3.40 1.36 -0.982
C 1.26 -0.63 -1.24 0.380
H -2.16 -2.78 -3.72 -0.058
O 0.84 3.49 5.19 -0.306
H 1.37 -2.26 -3.02 1.041
H -1.78 4.06 -1.86 0.209
N 0.53 2.72 4.03 -0.162
C -1.36 -3.91 -5.15 -1.779
O -1.17 1.35 -1.87 -0.671
H 0.06 3.60 -2.53 0.760
H 1.59 1.93 -1.34 0.708
H 0.04 1.68 2.11 -0.211
H 0.39 -1.78 -5.22 0.411
C -0.37 -1.70 -4.23 -0.781
C -0.37 3.66 -1.72 -1.629
H 2.89 4.60 6.47 0.370
C -1.53 -2.67 -4.71 1.186
O 2.29 3.46 0.61 -0.605
C -1.85 0.90 0.31 -0.413
H -0.61 0.23 4.32 0.072
```

***

two.
Entry from the OMol25 dataset: the molecule C27H32N4O5 (wB97M-V/def2-TZVPD).

The molar mass comes out at 492.6 g/mol. As for the structure (SMILES): COc1ccc(C(=O)N/C(=C\c2cn(C)c3ccccc23)C(=O)NCCN2CCOCC2)cc1OC. For the LUMO energy, the calculation gives 0.5 eV.

XYZ file:
```
68
Properties=species:S:1:pos:R:3:mulliken_charge:R:1
H -1.64 -5.43 -3.00 0.259
H -0.28 1.99 4.25 0.344
H 0.36 -0.36 4.03 0.323
H 0.07 -0.31 8.16 0.348
C -1.86 0.87 -1.77 0.747
O -0.71 -3.67 -3.17 -0.444
N -2.54 -0.16 -3.65 0.313
H -0.46 -3.04 -0.53 0.460
H 1.40 1.60 1.86 0.330
C -1.49 1.36 -5.33 -0.985
H -2.50 0.78 0.28 0.499
N 1.17 0.33 5.80 0.125
H -0.47 2.88 -6.42 0.431
C 0.39 -1.62 -3.50 0.450
C 1.40 1.16 -1.22 -0.448
H -2.07 -4.27 -1.72 0.363
H -0.49 -5.09 -1.68 0.362
C 1.00 -1.00 6.35 -0.548
O -1.70 1.55 2.40 -0.718
H -3.78 -1.79 -3.96 0.373
N 0.66 1.83 -0.29 0.017
N 0.56 1.75 2.40 -0.164
H 2.08 0.07 3.90 0.254
H 0.27 4.11 -4.43 0.417
H -1.84 0.84 -6.20 0.380
C 2.30 0.96 7.86 -0.732
H 0.88 -1.63 -6.71 0.258
C -0.09 -2.32 -1.24 -0.589
C -2.59 -0.18 -2.30 -1.263
H -3.59 -0.72 -5.36 0.394
H 0.07 -1.43 5.98 0.404
C -1.80 0.91 -4.05 -0.154
H 1.84 -1.67 6.06 0.323
C 0.43 -1.13 -0.75 -0.532
H -3.11 -0.95 -1.77 0.451
C 1.12 0.36 4.35 -0.546
H 3.28 0.32 6.04 0.339
H 1.06 2.73 -0.02 0.371
H 1.34 0.30 -3.66 0.581
C -0.64 1.59 1.78 0.081
C -0.16 -2.56 -2.60 1.014
C -1.67 1.07 -0.36 -0.610
H 0.87 -1.90 8.32 0.359
H -0.31 3.34 -2.17 0.460
H 1.47 1.61 8.15 0.351
H -2.27 -1.82 -4.90 0.315
C -0.73 2.51 -5.44 -0.453
C 0.92 -0.45 -3.01 -0.030
C -0.62 2.77 -3.04 0.046
H 2.50 1.93 5.95 0.303
C 0.90 -0.17 -1.64 -0.420
C -0.57 1.50 0.30 0.295
C -1.35 1.60 -2.89 0.926
C -3.07 -1.18 -4.52 -1.115
H 2.07 -1.06 -5.50 0.375
C 0.95 -0.91 7.87 -0.659
O 2.42 1.66 -1.66 -0.681
O 0.32 -1.96 -4.82 -0.430
H 3.23 1.34 8.29 0.360
H 0.46 -0.96 0.31 0.666
C 1.00 -1.14 -5.74 -0.768
C -0.31 3.21 -4.30 -0.885
H 1.42 2.50 4.13 0.376
C -1.25 -4.66 -2.33 -0.990
H 0.57 -0.13 -5.78 0.196
C 2.39 0.91 6.33 -0.413
C 0.69 1.74 3.84 -1.080
O 2.11 -0.33 8.40 -0.381
```

***

Of them, one has the lowest stability.

***

one.
Entry from the OMol25 dataset: a cluster of 2 separate species, C4H14NO in total (wB97M-V/def2-TZVPD).

The molar mass comes out at 92.2 g/mol. For the LUMO energy, the calculation gives -3.0 eV. Its net charge is +1.

XYZ file:
```
20
Properties=species:S:1:pos:R:3:mulliken_charge:R:1
H -0.85 -1.53 -1.44 0.377
N -0.63 0.38 -0.58 -0.014
H -1.01 1.32 -0.68 0.397
H 0.06 2.12 1.22 0.412
C -1.35 -0.56 -1.49 -0.891
O 2.11 0.75 -1.52 -0.672
H -1.61 0.09 1.22 0.293
C -0.05 -1.36 1.10 -1.330
H 0.33 0.48 -0.95 0.225
H 1.33 0.94 1.39 0.311
H -1.29 -0.16 -2.49 0.360
H 0.08 -1.58 2.15 0.406
H -2.38 -0.62 -1.19 0.359
H 0.10 1.14 2.63 0.405
H 2.42 0.00 -1.01 0.303
H 2.85 1.04 -2.07 0.317
C -0.58 0.05 0.89 0.350
H -0.71 -2.10 0.67 0.428
C 0.28 1.10 1.57 -1.315
H 0.90 -1.50 0.58 0.280
```

***

two.
Entry from the OMol25 dataset: a cluster of 2 separate species, C4H14NO in total (wB97M-V/def2-TZVPD).

The molar mass comes out at 92.2 g/mol. For the LUMO energy, the calculation gives -3.2 eV. Its net charge is +1.

XYZ file:
```
20
Properties=species:S:1:pos:R:3:mulliken_charge:R:1
H -3.79 0.27 0.24 0.322
C -0.09 -0.28 -1.38 -0.652
H -1.34 -1.86 -0.89 0.391
N -0.95 -1.05 -0.42 -0.140
H -0.72 0.02 -2.21 0.369
C 1.86 0.51 0.07 -0.310
O -2.95 0.42 0.70 -0.673
H 2.45 -0.12 2.06 0.335
H 0.81 1.68 -1.39 0.350
H -1.71 -0.42 -0.09 0.256
H -3.01 1.24 1.21 0.320
H 1.53 -1.35 1.17 0.374
H -0.41 -1.26 0.42 0.261
C 1.64 -0.29 1.36 -1.309
H 0.77 0.03 1.94 0.348
H 2.44 -0.11 -0.61 0.282
C 0.56 0.89 -0.67 -0.578
H -0.16 1.27 0.06 0.258
H 0.62 -0.98 -1.83 0.419
H 2.45 1.39 0.28 0.379
```

***

Of them, two has the lowest stability.